Entry 1:
Below is the ion C3H4Cl2N with charge +1 at a distorted geometry, with properties calculated with ωB97M-V with the def2-TZVPD basis set.

Each line ends with the Mulliken charge.
Atoms and positions in Å:
Cl: 2.082 0.548 1.826  -0.01
Cl: -1.883 0.010 0.147  0.09
N: 0.476 -1.273 0.866  -0.02
C: 1.331 -0.330 0.577  -0.15
C: -0.662 -1.622 0.931  0.03
C: -0.696 1.011 -0.358  -0.51
H: -1.200 -2.509 1.187  0.41
H: 1.870 -0.427 -0.360  0.40
H: -0.458 1.869 0.252  0.37
H: -0.398 0.985 -1.391  0.39

Kohn-Sham gap (alpha / beta): 8.8 / 8.8 eV
lowest unoccupied orbital energy (alpha / beta): -5.160 / -5.160 eV
total charge: +1

Entry 2:
Below is the ion C17H27BrF2NO2 with charge +1, with properties calculated with ωB97M-V with the def2-TZVPD basis set.

Each line ends with the Mulliken charge.
Atoms and positions in Å:
Br: -3.153 5.725 3.416  -0.15
F: -0.382 2.226 0.723  -0.12
F: -3.458 0.573 3.879  -0.28
O: -1.381 0.150 1.858  -0.08
O: -1.341 -3.449 2.224  -0.57
N: -0.033 -1.010 -0.201  0.38
C: -1.311 2.474 1.678  0.27
C: 3.225 -0.786 -2.891  -1.75
C: -2.635 3.965 2.959  0.12
C: 0.049 -0.698 -1.684  2.14
C: -1.266 -0.036 -2.088  -1.74
C: -2.849 1.597 3.256  0.63
C: 2.677 -0.019 -1.684  2.61
C: 3.408 1.330 -1.613  -1.84
C: -1.665 3.767 1.983  -0.90
C: -1.872 1.350 2.295  -0.09
C: -0.913 -2.107 0.252  -0.73
C: 0.249 -1.989 -2.463  -2.26
C: 3.005 -0.794 -0.402  -2.28
C: -1.847 -1.080 2.392  -0.84
C: -3.230 2.885 3.590  -0.74
C: -0.953 -2.184 1.800  -0.20
C: 1.177 0.338 -1.846  -1.98
H: 1.071 0.759 -2.846  0.66
H: -0.346 -0.156 0.290  0.47
H: 4.311 -0.797 -2.851  0.47
H: -2.115 -0.696 -1.937  0.45
H: -0.537 -3.063 -0.118  0.36
H: 3.214 1.920 -2.505  0.41
H: -0.667 -2.573 -2.495  0.52
H: 0.958 1.152 -1.149  0.18
H: 2.934 -0.303 -3.819  0.37
H: -1.196 4.593 1.475  0.51
H: -1.427 0.884 -1.531  0.31
H: -2.896 -1.245 2.110  0.47
H: 2.637 -1.821 -0.424  0.42
H: 1.038 -2.603 -2.040  0.42
H: -2.285 -3.595 2.085  0.39
H: 4.481 1.178 -1.539  0.47
H: -1.770 -1.101 3.483  0.43
H: 4.087 -0.869 -0.311  0.54
H: 2.892 -1.818 -2.917  0.32
H: 2.657 -0.266 0.487  0.38
H: -1.920 -1.948 -0.137  0.54
H: 0.519 -1.750 -3.487  0.43
H: 0.067 -2.057 2.186  0.31
H: -3.989 3.024 4.343  0.50
H: -1.239 0.216 -3.144  0.50
H: 3.088 1.905 -0.747  0.42
H: 0.932 -1.201 0.105  0.12

Kohn-Sham gap: 9.4 eV
SMILES: CC(C)(C)CC(C)(C)[NH2+]C[C@H](O)COc1c(F)cc(Br)cc1F
lowest unoccupied orbital energy: -2.245 eV
total charge: +1

Entry 3:
Below is an isolated molecule of C11H17N3O2S, with properties calculated with ωB97M-V with the def2-TZVPD basis set.

Each line ends with the Mulliken charge.
Atoms and positions in Å:
S: -5.254 1.840 0.021  -0.38
O: -2.913 -1.949 2.061  -0.65
O: 3.667 1.784 0.641  -0.40
N: 0.494 -1.481 -0.495  0.07
N: -2.977 0.833 -0.801  -0.17
N: -3.911 -0.196 1.037  -0.06
C: -0.855 0.160 -1.818  -0.71
C: -1.915 -0.035 -0.779  0.83
C: 0.118 -1.036 -1.819  -1.10
C: -1.838 -1.000 0.165  0.74
C: 1.257 -0.517 0.286  -0.43
C: -0.679 -1.965 0.203  -1.71
C: 2.626 2.387 1.367  -0.58
C: -4.003 0.781 0.095  -0.15
C: 3.652 0.377 0.602  -0.64
C: -2.884 -1.133 1.168  0.20
C: 2.615 -0.232 -0.357  -0.56
H: -0.434 -2.186 1.244  0.37
H: -4.664 -0.248 1.715  0.26
H: 2.499 1.915 2.349  0.31
H: 4.654 0.113 0.254  0.31
H: 1.428 -0.978 1.263  0.39
H: 3.515 -0.031 1.614  0.39
H: -0.315 1.087 -1.604  0.30
H: 2.514 0.448 -1.205  0.22
H: -0.361 -1.883 -2.316  0.43
H: -1.313 0.269 -2.804  0.56
H: 3.003 -1.183 -0.726  0.41
H: 1.016 -0.781 -2.382  0.37
H: 2.911 3.429 1.502  0.25
H: 1.672 2.349 0.830  0.18
H: 0.698 0.416 0.457  0.22
H: -3.034 1.555 -1.508  0.31
H: -0.989 -2.909 -0.261  0.41

Kohn-Sham gap: 9.0 eV
SMILES: COCCCN1CCc2[nH]c(=S)[nH]c(=O)c2C1
lowest unoccupied orbital energy: 0.400 eV
total charge: 0

Entry 4:
Below is a cluster of 2 separate species, C2H3BrCl2 in total at a distorted geometry, with properties calculated with ωB97M-V with the def2-TZVPD basis set.

Each line ends with the Mulliken charge.
Atoms and positions in Å:
Br: -1.574 -1.300 3.004  -0.34
Cl: 1.405 0.941 2.485  -0.06
Cl: -1.151 2.211 1.679  -0.04
C: -0.060 0.045 0.322  -1.02
C: 0.015 0.993 1.432  0.42
H: 0.005 0.621 -0.607  0.32
H: 0.685 -0.723 0.219  0.36
H: -0.977 -0.427 0.325  0.35

Kohn-Sham gap (alpha / beta): 5.1 / 8.1 eV
lowest unoccupied orbital energy (alpha / beta): -3.076 / -1.520 eV
total charge: 0

Entry 5:
Below is an isolated molecule of C4H6N2O at a distorted geometry, with properties calculated with ωB97M-V with the def2-TZVPD basis set.

Each line ends with the Mulliken charge.
Atoms and positions in Å:
O: 0.605 0.840 0.814  -0.54
N: 2.741 0.399 -0.006  -0.39
N: 0.956 -0.847 -0.686  -0.66
C: -0.340 -0.993 -0.472  -0.23
C: -2.253 0.453 0.209  -0.56
C: -1.008 -0.235 0.467  0.16
C: 1.404 0.173 0.085  0.60
H: 3.219 1.026 0.617  0.24
H: -2.877 0.848 1.010  0.30
H: -2.311 1.089 -0.699  0.23
H: -0.827 -1.809 -1.019  0.39
H: 3.278 -0.303 -0.496  0.24
H: -2.588 -0.641 0.174  0.22

Kohn-Sham gap: 8.9 eV
lowest unoccupied orbital energy: 0.671 eV
total charge: 0

Entry 6:
Below is a structure of composition C4H5NS at a distorted geometry, with properties calculated with ωB97M-V with the def2-TZVPD basis set.

Each line ends with the Mulliken charge.
Atoms and positions in Å:
S: 2.578 -0.370 -0.197  -0.17
N: 1.115 -1.136 0.321  -0.48
C: -2.364 -0.881 -0.185  0.42
C: -1.215 -0.631 0.004  -0.54
C: 0.081 1.240 0.045  -1.13
C: 0.185 -0.278 0.155  0.30
H: -1.085 1.286 0.274  0.27
H: 0.551 1.651 -0.887  0.38
H: -3.549 -0.892 -0.604  0.32
H: 0.479 1.578 0.914  0.44
H: 3.223 -1.567 0.159  0.18

Kohn-Sham gap: 9.2 eV
lowest unoccupied orbital energy: 0.471 eV
total charge: 0

Entry 7:
Below is the ion C5H13N4 with charge +1 at a distorted geometry, with properties calculated with ωB97M-V with the def2-TZVPD basis set.

Each line ends with the Mulliken charge.
Atoms and positions in Å:
N: 0.839 1.325 -0.417  -0.27
N: -1.312 1.249 0.375  -0.13
N: -0.083 -2.135 -0.195  -0.49
N: -2.357 0.870 -0.039  -0.35
C: -0.123 0.244 0.225  0.95
C: 2.235 0.874 -0.613  -0.70
C: -0.445 -0.844 -0.604  -0.66
C: -2.569 -0.410 -0.484  -0.44
C: 0.377 0.079 1.627  -1.67
H: -0.534 -0.401 2.286  0.36
H: 2.589 0.221 0.325  0.24
H: -0.212 -2.137 0.759  0.17
H: 1.173 -0.535 1.557  0.68
H: -2.795 -1.059 0.255  0.40
H: 2.895 1.716 -0.738  0.38
H: 0.579 1.773 -1.425  0.42
H: 0.722 2.032 0.284  0.44
H: -2.977 -0.539 -1.463  0.33
H: 2.172 0.205 -1.493  0.33
H: -0.443 -0.626 -1.728  0.39
H: 0.683 1.008 2.128  0.37
H: -0.414 -2.908 -0.621  0.25

Kohn-Sham gap: 8.7 eV
lowest unoccupied orbital energy: -3.242 eV
total charge: +1

Number 1: molecular weight 124.98 g/mol. Number 2: molecular weight 395.31 g/mol. Number 3: molecular weight 255.34 g/mol. Number 4: molecular weight 177.86 g/mol. Number 5: molecular weight 98.10 g/mol. Number 6: molecular weight 99.16 g/mol. Number 7: molecular weight 129.19 g/mol.